The following is a quantum chemistry calculation of a molecular structure, C25H31Br60O, from OMol25.

The calculation puts the frontier orbital gap at 3.0 eV. As for the lowest unoccupied orbital energy: 0.89 eV. As for the total charge: -1.

The geometry in XYZ format:
```
117
C25H31Br60O (ωB97M-V/def2-TZVPD)
C 1.874 -2.922 -1.704
C 1.784 -2.039 -2.938
C 0.546 -1.084 -3.047
C -0.630 -1.316 -2.086
C -1.500 -2.585 -2.348
O -0.950 -3.418 -3.407
H 1.578 -2.402 -0.791
H 1.350 -3.864 -1.842
H 1.742 -2.705 -3.812
H 2.686 -1.439 -3.082
H 0.193 -1.100 -4.077
H 0.924 -0.088 -2.818
H -0.303 -1.239 -1.055
H -1.299 -0.459 -2.239
H -1.481 -3.185 -1.449
H -2.504 -2.250 -2.574
H -1.049 -2.987 -4.267
C 2.356 -3.772 3.521
Br 4.000 -4.645 3.057
Br 2.453 -1.857 3.265
Br 0.885 -4.551 2.563
H 2.180 -3.945 4.573
C 2.027 2.507 0.343
Br 1.825 0.989 1.525
Br 2.359 1.939 -1.465
Br 0.535 3.738 0.428
H 2.903 3.046 0.668
C 2.211 6.515 2.600
Br 3.040 8.010 1.698
Br 3.459 5.067 2.907
Br 1.337 7.078 4.221
H 1.441 6.135 1.943
C -0.245 -3.241 6.304
Br -1.989 -3.403 7.109
Br 0.346 -1.408 6.213
Br 1.050 -4.360 7.194
H -0.328 -3.600 5.286
C -4.406 -5.302 -3.914
Br -4.599 -5.980 -5.721
Br -2.571 -4.558 -3.576
Br -5.780 -4.000 -3.497
H -4.565 -6.144 -3.247
C 0.897 2.722 9.134
Br 0.390 2.339 10.956
Br 2.773 2.401 8.831
Br -0.204 1.779 7.859
H 0.729 3.774 8.973
C 0.691 -1.430 -7.779
Br 1.880 -2.738 -8.546
Br -0.432 -2.203 -6.416
Br 1.647 0.114 -7.131
H 0.039 -1.092 -8.568
C 4.971 6.318 7.827
Br 5.630 8.072 7.372
Br 6.306 4.960 7.543
Br 4.258 6.267 9.624
H 4.151 6.102 7.157
C -8.834 -3.504 -6.526
Br -10.754 -3.517 -6.314
Br -8.297 -4.270 -8.212
Br -8.102 -1.743 -6.276
H -8.423 -4.132 -5.748
C -0.585 -2.170 -11.836
Br 0.608 -3.494 -12.571
Br -1.695 -2.901 -10.438
Br 0.371 -0.607 -11.232
H -1.241 -1.854 -12.633
C 5.810 4.490 -0.451
Br 5.591 3.013 0.770
Br 6.156 3.874 -2.247
Br 4.317 5.717 -0.394
H 6.685 5.036 -0.131
C 7.743 1.121 6.046
Br 5.828 1.207 6.263
Br 8.235 1.014 4.188
Br 8.642 2.553 6.982
H 8.070 0.199 6.501
C 7.264 7.518 -2.923
Br 7.248 7.071 -4.798
Br 9.047 7.892 -2.288
Br 6.045 8.958 -2.530
H 6.912 6.648 -2.387
C 1.265 -7.704 -2.136
Br 1.927 -9.522 -2.197
Br -0.519 -7.576 -2.850
Br 1.328 -7.011 -0.347
H 1.914 -7.109 -2.762
C -13.677 -4.078 -3.500
Br -12.841 -5.809 -3.369
Br -15.498 -4.209 -4.126
Br -13.560 -3.101 -1.842
H -13.127 -3.515 -4.239
C -9.651 1.702 -8.910
Br -8.486 0.356 -9.653
Br -10.770 0.992 -7.506
Br -8.667 3.254 -8.323
H -10.307 2.024 -9.703
C 9.530 8.262 9.766
Br 10.099 6.717 8.761
Br 9.804 9.897 8.778
Br 7.706 8.089 10.363
H 10.151 8.314 10.646
C 6.233 -1.993 0.175
Br 7.638 -3.216 -0.358
Br 4.468 -2.740 -0.100
Br 6.469 -1.441 2.019
H 6.323 -1.119 -0.453
C -4.540 -1.735 5.834
Br -6.460 -1.669 6.002
Br -3.985 -1.715 3.982
Br -3.687 -0.333 6.848
H -4.215 -2.675 6.255
C -9.732 0.964 4.667
Br -8.645 -0.013 3.412
Br -10.959 -0.196 5.601
Br -8.654 1.995 5.890
H -10.325 1.663 4.099
```


The following is a quantum chemistry calculation of 2 unconnected molecules or ions with the total composition C2H5BrSi, from OMol25.

The calculation puts the frontier orbital gap (alpha / beta) at 8.1 / 7.8 eV. As for the lowest unoccupied orbital energy (alpha / beta): -1.52 / -0.83 eV.

The geometry in XYZ format:
```
9
C2H5BrSi (ωB97M-V/def2-TZVPD)
C -0.146 -0.906 -0.570
C 0.035 -0.212 0.831
Si -1.349 0.477 -0.151
Br -3.427 -0.081 0.324
H 0.557 -1.139 -1.283
H -0.725 -1.845 -0.573
H 0.155 -0.897 1.568
H 1.004 0.463 0.802
H -1.943 3.093 -0.934
```


The following is a quantum chemistry calculation of a molecular structure, C29H41N6OSTl, from OMol25.

The calculation puts the frontier orbital gap at 5.6 eV. As for the lowest unoccupied orbital energy: -0.16 eV.

The geometry in XYZ format:
```
79
C29H41N6OSTl (ωB97M-V/def2-TZVPD)
Tl 2.407 0.341 -0.236
N 1.920 0.923 -2.991
C 3.061 1.703 -3.482
C 3.390 2.795 -2.482
N 3.595 2.334 -1.044
C 4.987 2.231 -0.516
C 5.654 0.856 -0.739
N 4.867 -0.229 -0.147
H 1.143 1.553 -2.913
H 1.647 0.197 -3.632
H 3.884 0.998 -3.618
H 2.946 2.169 -4.480
H 4.241 3.372 -2.844
H 2.572 3.558 -2.427
H 3.088 3.108 -0.545
H 5.725 2.965 -0.936
H 4.990 2.375 0.570
H 5.857 0.640 -1.794
H 6.731 0.867 -0.400
H 4.936 -1.172 -0.653
H 4.859 -0.353 0.926
C -0.587 0.858 2.741
C -1.357 2.092 2.581
C -1.235 3.143 3.533
C -1.893 4.329 3.277
C -2.776 4.471 2.218
C -2.903 3.432 1.276
C -3.674 3.721 -0.027
C -2.383 2.145 1.603
N -2.798 1.033 0.926
C -3.864 0.445 0.531
C -5.204 0.707 1.206
C -3.732 -0.739 -0.452
C -4.662 -1.876 -0.089
N -2.910 -0.745 -1.409
C -2.298 -1.655 -2.248
C -2.463 -1.475 -3.673
C -3.041 -0.268 -4.218
C -1.959 -2.463 -4.549
C -1.540 -3.675 -4.112
C -1.400 -3.845 -2.735
C -1.674 -2.836 -1.781
C -1.462 -3.177 -0.313
H -1.117 0.084 3.304
H 0.430 0.925 3.189
H -0.306 0.457 1.700
H -0.558 3.149 4.386
H -1.858 5.152 3.988
H -3.422 5.345 2.175
H -4.406 4.522 0.048
H -4.126 2.816 -0.445
H -2.851 4.116 -0.701
H -5.188 1.661 1.765
H -5.429 -0.065 1.932
H -6.029 0.828 0.430
H -4.635 -2.079 1.029
H -4.359 -2.728 -0.657
H -5.702 -1.647 -0.180
H -4.131 -0.215 -4.087
H -2.690 -0.299 -5.318
H -2.626 0.677 -3.752
H -2.064 -2.206 -5.593
H -1.313 -4.503 -4.793
H -1.095 -4.791 -2.429
H -2.427 -3.555 0.068
H -1.098 -2.387 0.396
H -0.734 -3.984 -0.243
O 4.428 -0.733 2.654
N 3.989 -1.891 3.152
C 4.449 -3.096 2.719
C 3.897 -4.280 3.163
C 2.886 -4.258 4.097
C 2.467 -3.057 4.616
C 2.971 -1.844 4.110
S 2.285 -0.438 4.711
H 5.371 -3.105 2.189
H 4.325 -5.228 2.824
H 2.344 -5.151 4.335
H 1.638 -3.045 5.316
```


The following is a quantum chemistry calculation of C5H8N2 in the gas phase, from OMol25.

The calculation puts the frontier orbital gap at 10.0 eV. The structure (SMILES) is Cc1ccn(C)n1. As for the lowest unoccupied orbital energy: 1.07 eV.

The geometry in XYZ format:
```
15
C5H8N2 (ωB97M-V/def2-TZVPD)
C -2.407 -0.645 0.025
C -1.042 -0.048 0.110
C -0.636 1.286 -0.145
C 0.727 1.267 0.011
N 1.065 -0.013 0.290
C 2.363 -0.588 0.021
N -0.001 -0.821 0.373
H -2.759 -0.619 -1.012
H -3.133 -0.109 0.641
H -2.369 -1.688 0.348
H -1.242 2.120 -0.465
H 1.483 2.039 -0.062
H 2.813 -0.082 -0.845
H 2.248 -1.641 -0.247
H 2.891 -0.459 0.955
```


| no. | maximum force (Eh/bohr) | total energy (a.u.) |
| --- | --- | --- |
| 1 | 0.1135 | -155486.92041 |
| 2 | 0.0867 | -2942.54910 |
| 3 | 0.0651 | -2103.90010 |
| 4 | 0.0204 | -304.80908 |